[1]
C9H18LiO13P | ωB97M-V/def2-TZVPD

ORCA input file:
```
! RIJCOSX wB97M-V def2-TZVPD def2/J DEFGRID3
* xyz -2 1
Li 0.010 -0.095 -1.884
P -1.096 0.910 -4.080
O -0.580 -0.397 -3.614
O -0.447 1.526 -2.694
O -2.586 1.133 -3.928
O -0.392 1.616 -5.143
C -0.998 2.218 0.344
O -1.070 1.511 1.627
C -0.447 1.950 2.756
O 0.207 3.003 2.607
O -0.543 1.206 3.873
C 0.349 1.712 4.975
H -0.042 2.101 -0.251
H -1.282 3.231 0.662
H -1.755 1.937 -0.003
H 1.250 1.012 4.836
H -0.096 1.255 5.840
H 0.273 2.885 5.172
C 2.035 -2.628 -2.535
O 3.089 -1.720 -2.251
C 2.915 -0.873 -1.326
O 1.877 -0.441 -0.955
O 4.012 -0.331 -0.797
C 4.007 0.419 0.358
H 2.515 -3.286 -3.383
H 1.307 -2.130 -2.892
H 1.656 -3.226 -1.723
H 4.916 0.544 0.968
H 3.295 0.103 1.097
H 3.574 1.293 0.079
C -1.178 -2.287 2.170
O -2.185 -1.587 1.471
C -2.082 -1.197 0.117
O -0.992 -1.041 -0.430
O -3.295 -1.151 -0.428
C -3.399 -0.523 -1.667
H -0.808 -1.611 2.938
H -0.096 -2.643 1.541
H -1.742 -3.113 2.766
H -4.612 -0.545 -1.866
H -2.809 -1.161 -2.535
H -2.754 0.425 -1.810
*
```

Summary:
Largest force on an atom (hartree/bohr): 0.2608
Orbital gap (eV): 2.1

natural (NBO) atomic charge list, values in e, 6 entries: number 1, Li, carries 0.86; number 2, P, carries 2.54; number 3, O, carries -1.37; number 4, O, carries -1.46; number 5, O, carries -1.28; number 6, O, carries -1.25

[2]
C9H18LiO9S | ωB97M-V/def2-TZVPD

ORCA input file:
```
! RIJCOSX wB97M-V def2-TZVPD def2/J DEFGRID3
* xyz -1 1
Li -23.826 -32.907 73.324
S -23.691 -35.393 71.160
O -24.600 -36.463 71.551
O -22.395 -35.854 71.255
O -24.075 -34.878 69.899
O -23.952 -34.315 71.996
C -24.884 -30.456 72.080
O -24.878 -30.957 73.390
H -24.696 -29.500 71.903
H -25.947 -30.899 71.638
H -24.065 -30.553 71.219
H -25.176 -30.199 73.797
C -24.815 -33.545 76.154
O -23.841 -33.783 75.179
H -24.263 -32.860 76.987
H -25.519 -34.351 76.578
H -25.689 -32.879 75.967
H -23.292 -34.597 75.587
C -21.635 -31.216 74.321
O -21.965 -31.965 73.094
H -22.307 -31.311 75.078
H -21.793 -30.108 73.908
H -20.670 -31.615 74.528
H -21.273 -32.585 73.086
C -27.881 -36.268 73.956
C -28.651 -37.483 73.792
C -28.644 -38.061 72.555
C -28.114 -37.407 71.452
C -27.430 -36.148 71.584
C -27.283 -35.546 72.842
O -26.747 -34.351 73.051
O -29.392 -39.168 72.454
H -27.849 -35.677 74.982
H -28.861 -37.903 74.629
H -28.475 -37.727 70.303
H -27.097 -35.949 70.531
H -26.080 -34.483 72.541
H -29.914 -39.412 73.300
*
```

Summary:
Largest force on an atom (hartree/bohr): 0.2208
Orbital gap (eV): 4.4

natural (NBO) atomic charge list, values in e, 6 entries: number 1, Li, carries 0.90; number 2, S, carries 2.70; number 3, O, carries -1.15; number 4, O, carries -1.10; number 5, O, carries -1.13; number 6, O, carries -1.24

[3]
C9H18N3 | ωB97M-V/def2-TZVPD

ORCA input file:
```
! RIJCOSX wB97M-V def2-TZVPD def2/J DEFGRID3
* xyz 1 3
C 1.725 -0.209 0.988
C 2.905 0.374 0.913
C -0.030 -1.626 0.424
C 0.638 -2.707 -0.383
C -1.567 -1.893 0.661
C -1.437 0.899 -0.969
C -0.484 1.390 1.398
C 0.671 2.094 -0.789
C -0.179 1.055 -0.041
N 1.524 -1.189 1.976
N 0.578 -1.918 1.720
N 0.559 -0.260 0.005
H 3.081 1.198 0.198
H 3.650 0.166 1.703
H 1.824 -2.443 -0.560
H 0.036 -2.802 -1.323
H 0.544 -3.660 0.020
H -1.870 -1.277 1.610
H -1.806 -2.908 0.849
H -2.010 -1.674 -0.262
H -1.347 0.286 -1.803
H -2.313 0.440 -0.547
H -1.717 1.743 -1.475
H 0.306 1.064 2.131
H -1.545 1.000 1.764
H -0.504 2.392 1.441
H 0.953 2.712 -0.005
H 1.410 1.653 -1.365
H 0.087 2.692 -1.428
H 0.802 -0.404 -0.954
*
```

Summary:
Largest force on an atom (hartree/bohr): 0.0898
Orbital gap (alpha / beta) (eV): 8.1 / 7.3

natural (NBO) atomic charge list, values in e, 6 entries: number 1, C, carries 0.21; number 2, C, carries -0.41; number 3, C, carries 0.28; number 4, C, carries -0.64; number 5, C, carries -0.61; number 6, C, carries -0.64

[4]
C9H18NO | ωB97M-V/def2-TZVPD

ORCA input file:
```
! RIJCOSX wB97M-V def2-TZVPD def2/J DEFGRID3
* xyz 1 1
C -0.204 -2.686 1.081
C 1.257 -2.398 0.917
C -1.046 -2.073 -0.062
C -1.361 0.182 -1.282
C 1.457 -0.930 0.989
C -1.115 1.646 -1.204
C 0.626 1.251 0.305
C -0.924 -0.525 0.024
C 0.858 3.258 -0.924
N 0.528 -0.154 0.114
O 0.333 1.901 -0.946
H -0.466 -3.766 1.103
H -0.540 -2.313 2.187
H 2.004 -2.874 1.675
H 1.548 -2.865 -0.181
H -0.842 -2.572 -1.092
H -2.093 -2.334 0.149
H -2.312 -0.166 -1.678
H -0.668 -0.318 -2.032
H 1.238 -0.645 1.992
H 2.489 -0.613 0.972
H -1.430 2.277 -2.028
H -1.621 2.044 -0.266
H 0.066 1.725 1.187
H 1.696 1.164 0.299
H -1.519 -0.196 0.928
H 1.948 3.100 -1.278
H 0.594 4.059 -1.613
H 0.661 3.732 0.083
*
```

Summary:
Largest force on an atom (hartree/bohr): 0.0759
Orbital gap (eV): 10.5

natural (NBO) atomic charge list, values in e, 6 entries: number 1, C, carries -0.41; number 2, C, carries -0.41; number 3, C, carries -0.42; number 4, C, carries -0.48; number 5, C, carries -0.23; number 6, C, carries -0.06

[5]
C9H18O | ωB97M-V/def2-TZVPD

ORCA input file:
```
! RIJCOSX wB97M-V def2-TZVPD def2/J DEFGRID3
* xyz 0 1
C 3.340 -1.120 -1.144
C 2.527 -0.890 -0.114
C 0.684 -0.964 -0.122
C 0.205 -1.783 -1.306
O 0.332 -1.541 1.083
C 0.513 0.483 -0.241
C -1.096 0.971 0.472
C -0.833 1.304 1.937
C -2.246 -0.025 0.357
C -1.459 2.241 -0.302
H 2.968 -1.268 -2.157
H 4.421 -1.196 -1.027
H 2.959 -0.689 0.868
H -0.857 -2.031 -1.219
H 0.378 -1.276 -2.257
H 0.735 -2.740 -1.340
H 0.466 -2.499 1.024
H 1.201 1.127 0.304
H 0.455 0.798 -1.282
H -0.061 2.074 2.042
H -1.736 1.696 2.426
H -0.520 0.429 2.513
H -2.402 -0.352 -0.675
H -2.107 -0.901 0.998
H -3.194 0.431 0.678
H -1.668 2.018 -1.355
H -0.651 2.979 -0.269
H -2.357 2.723 0.108
*
```

Summary:
Largest force on an atom (hartree/bohr): 0.1086
SMILES: C=C[C@@](C)(O)CC(C)(C)C
Orbital gap (eV): 9.3

natural (NBO) atomic charge list, values in e, 6 entries: number 1, C, carries -0.45; number 2, C, carries -0.20; number 3, C, carries 0.29; number 4, C, carries -0.66; number 5, O, carries -0.71; number 6, C, carries -0.41

[6]
C9H18O | ωB97M-V/def2-TZVPD

ORCA input file:
```
! RIJCOSX wB97M-V def2-TZVPD def2/J DEFGRID3
* xyz 0 1
C -1.827 -0.314 -2.644
C -0.346 -0.206 -2.381
O 0.412 0.178 -3.267
C 0.211 -0.618 -0.940
C -0.135 0.352 0.189
C -1.607 0.200 0.628
C 0.108 1.816 -0.218
C 0.827 -0.014 1.482
C 0.593 -1.412 2.063
C 2.329 0.185 1.248
H -2.003 -0.423 -3.719
H -2.335 0.582 -2.283
H -2.224 -1.196 -2.137
H -0.146 -1.633 -0.739
H 1.294 -0.683 -1.087
H -2.294 0.692 -0.065
H -1.771 0.657 1.610
H -1.905 -0.851 0.693
H 0.034 2.482 0.649
H -0.632 2.157 -0.950
H 1.092 1.950 -0.678
H 0.533 0.708 2.256
H 0.897 -2.197 1.364
H -0.455 -1.571 2.333
H 1.174 -1.547 2.983
H 2.556 1.172 0.836
H 2.743 -0.574 0.578
H 2.875 0.107 2.196
*
```

Summary:
Largest force on an atom (hartree/bohr): 0.0382
SMILES: CC(=O)CC(C)(C)C(C)C
Orbital gap (eV): 10.2

natural (NBO) atomic charge list, values in e, 6 entries: number 1, C, carries -0.73; number 2, C, carries 0.62; number 3, O, carries -0.55; number 4, C, carries -0.52; number 5, C, carries -0.02; number 6, C, carries -0.62

[7]
C9H18O15PdS3 | ωB97M-V/def2-TZVPD

ORCA input file:
```
! RIJCOSX wB97M-V def2-TZVPD def2/J DEFGRID3
* xyz 0 3
Pd 1.611 -2.109 -0.290
C 0.952 -1.843 -2.951
O 1.964 -2.343 -2.174
H 0.943 -0.724 -2.915
H 1.056 -2.083 -3.974
H -0.055 -2.169 -2.628
C 1.057 0.022 3.226
C 1.437 -0.737 1.956
O 1.768 -1.948 2.126
O 1.212 -0.310 0.740
H 0.125 0.558 3.049
H 1.823 0.709 3.519
H 0.790 -0.658 4.038
C -3.315 -1.909 1.181
C -2.294 -1.691 2.273
O -1.600 -2.952 2.340
S -1.396 -3.457 0.899
O -1.287 -4.888 0.818
O -0.591 -2.568 0.127
O -2.931 -3.027 0.403
H -3.487 -1.065 0.433
H -4.290 -2.114 1.565
H -2.628 -1.553 3.281
H -1.642 -0.847 1.915
C 4.040 0.731 -4.069
C 3.906 -0.183 -2.837
O 2.887 0.412 -2.086
S 2.937 2.044 -2.300
O 3.967 2.597 -1.384
O 1.628 2.578 -2.176
O 3.497 2.031 -3.729
H 3.401 0.375 -4.899
H 5.117 0.874 -4.328
H 4.867 -0.186 -2.305
H 3.739 -1.183 -3.180
C -1.816 3.463 1.561
C -2.008 2.449 0.346
O -3.212 1.689 0.644
S -3.931 2.196 2.019
O -4.299 1.027 2.735
O -4.912 3.161 1.739
O -2.684 2.936 2.638
H -2.218 4.438 1.167
H -0.766 3.460 1.873
H -1.163 1.743 0.178
H -2.199 3.055 -0.564
*
```

Summary:
Largest force on an atom (hartree/bohr): 0.1056
Orbital gap (alpha / beta) (eV): 9.8 / 8.0

natural (NBO) atomic charge list, values in e, 6 entries: number 1, Pd, carries 1.22; number 2, C, carries -0.27; number 3, O, carries -0.76; number 4, H, carries 0.16; number 5, H, carries 0.17; number 6, H, carries 0.17